Entry 1:
# C19H51INO19P5Si

5 unconnected molecules or ions with the total composition C19H51INO19P5Si (ωB97M-V/def2-TZVPD, the Open Molecules 2025 dataset).

Each line ends with the Mulliken charge.
Atoms and positions in Å:
C (-0.19, -1.81, 5.37)  -0.90
C (-1.49, -1.34, 6.05)  -0.80
C (-1.34, -0.03, 6.87)  -0.63
I (-0.06, -0.45, 8.54)  0.07
Si (-0.69, 1.39, 5.76)  0.30
C (1.10, 1.81, 6.09)  -0.78
C (1.57, 3.17, 5.44)  -0.49
C (2.92, 2.99, 4.70)  -0.59
O (2.88, 3.40, 3.34)  -0.46
O (-1.04, 0.89, 4.16)  -0.42
C (-0.24, 1.37, 3.28)  0.64
N (0.38, 1.86, 2.43)  -0.59
P (-2.00, 3.19, 6.13)  0.29
O (-2.17, 3.89, 4.82)  -0.60
H (-0.30, -1.63, 4.30)  0.17
H (0.71, -1.31, 5.73)  0.35
H (-0.03, -2.89, 5.45)  0.31
H (-1.81, -2.13, 6.74)  0.52
H (-2.28, -1.24, 5.30)  0.24
H (-2.34, 0.25, 7.22)  0.64
H (1.17, 1.96, 7.17)  0.43
H (1.77, 0.98, 5.86)  0.39
H (1.77, 3.86, 6.26)  0.31
H (0.80, 3.61, 4.82)  0.43
H (3.70, 3.61, 5.17)  0.29
H (3.27, 1.96, 4.73)  0.30
H (2.41, 4.24, 3.28)  0.28
H (-1.40, 4.09, 7.06)  0.07
H (-3.25, 2.74, 6.63)  0.08
C (1.10, 3.36, 0.07)  -0.38
O (1.34, 4.79, 0.04)  -0.16
P (1.25, 5.55, -1.45)  1.01
O (2.00, 6.80, -1.11)  -0.67
O (-0.37, 5.72, -1.34)  -0.34
C (-0.90, 6.51, -0.28)  -0.65
O (1.21, 5.61, -3.09)  -0.45
C (0.48, 6.68, -3.69)  -0.43
H (1.17, 3.02, 1.10)  0.10
H (0.09, 3.14, -0.31)  0.31
H (1.84, 2.84, -0.53)  0.34
H (-0.17, 7.22, 0.11)  0.34
H (-1.25, 5.86, 0.53)  0.22
H (-1.76, 7.06, -0.67)  0.25
H (0.65, 7.62, -3.17)  0.30
H (-0.59, 6.45, -3.70)  0.21
H (0.82, 6.77, -4.72)  0.17
C (1.27, -5.83, 2.01)  -0.67
O (0.06, -6.20, 2.71)  -0.30
P (-1.12, -5.01, 2.89)  1.12
O (-1.82, -5.76, 3.99)  -0.67
O (-1.77, -5.28, 1.42)  -0.36
C (-2.20, -6.60, 1.09)  -0.57
O (-2.01, -3.61, 3.11)  -0.30
C (-3.40, -3.67, 2.84)  -0.67
H (1.91, -6.71, 1.96)  0.15
H (1.04, -5.50, 1.00)  0.33
H (1.79, -5.04, 2.55)  0.35
H (-2.41, -7.19, 1.98)  0.36
H (-1.45, -7.10, 0.48)  0.12
H (-3.12, -6.51, 0.50)  0.26
H (-3.84, -4.60, 3.22)  0.35
H (-3.59, -3.58, 1.77)  0.24
H (-3.86, -2.82, 3.35)  0.25
C (0.49, -11.59, 0.00)  -0.76
O (0.32, -10.39, -0.79)  -0.29
P (1.56, -9.23, -0.70)  1.21
O (0.66, -8.16, -1.26)  -0.65
O (2.43, -9.99, -1.85)  -0.35
C (1.81, -10.28, -3.10)  -0.68
O (2.81, -8.17, -0.38)  -0.41
C (3.44, -7.55, -1.49)  -0.62
H (-0.37, -12.23, -0.18)  0.25
H (1.40, -12.12, -0.28)  0.33
H (0.53, -11.34, 1.07)  0.32
H (0.96, -9.62, -3.29)  0.36
H (1.49, -11.32, -3.13)  0.24
H (2.56, -10.12, -3.88)  0.25
H (2.71, -7.23, -2.24)  0.33
H (4.17, -8.22, -1.94)  0.22
H (3.96, -6.67, -1.11)  0.25
C (-3.27, 5.93, -7.98)  -0.74
O (-2.19, 6.74, -7.46)  -0.29
P (-0.68, 6.56, -8.19)  1.09
O (0.15, 7.15, -7.12)  -0.58
O (-1.10, 7.63, -9.36)  -0.34
C (-1.42, 8.96, -8.99)  -0.64
O (0.46, 5.89, -9.17)  -0.46
C (1.37, 6.77, -9.82)  -0.54
H (-4.17, 6.17, -7.42)  0.24
H (-3.44, 6.13, -9.04)  0.33
H (-3.04, 4.87, -7.84)  0.32
H (-0.99, 9.23, -8.03)  0.33
H (-2.50, 9.09, -8.96)  0.23
H (-1.01, 9.63, -9.76)  0.26
H (1.70, 7.56, -9.15)  0.30
H (0.91, 7.20, -10.71)  0.22
H (2.22, 6.17, -10.13)  0.25

Summary:
SMILES string: CC[C@@H](I)[Si@@](CCCO)(OC#N)[PH2]=O.COP(=O)(OC)OC.COP(=O)(OC)OC.COP(=O)(OC)OC.COP(=O)(OC)OC
E_LUMO: -2.522 eV
HOMO energy: -0.3396 Eh
Total energy: -4532.6589 Ha
Molar mass: 907.5 g/mol


Entry 2:
# C19H51N3O8

5 unconnected molecules or ions with the total composition C19H51N3O8 (ωB97M-V/def2-TZVPD, the Open Molecules 2025 dataset).

Each line ends with the Mulliken charge.
Atoms and positions in Å:
C (12.44, -7.80, 7.16)  -0.73
O (13.65, -6.98, 7.02)  -0.26
C (14.77, -7.62, 6.39)  -0.74
C (16.01, -6.71, 6.13)  -0.57
N (15.71, -5.64, 5.21)  -0.28
C (17.01, -5.10, 4.75)  -0.58
C (16.77, -4.04, 3.65)  -0.47
O (17.94, -3.36, 3.33)  -0.31
C (17.75, -2.35, 2.33)  -0.71
H (11.69, -7.24, 7.71)  0.22
H (12.67, -8.65, 7.81)  0.31
H (12.04, -8.12, 6.19)  0.32
H (14.49, -8.28, 5.58)  0.42
H (15.19, -8.35, 7.09)  0.38
H (16.82, -7.36, 5.80)  0.40
H (16.21, -6.37, 7.15)  0.31
H (15.16, -4.94, 5.69)  0.23
H (17.57, -5.91, 4.28)  0.28
H (17.59, -4.62, 5.54)  0.32
H (16.04, -3.28, 3.94)  0.33
H (16.33, -4.59, 2.82)  0.29
H (17.71, -2.73, 1.31)  0.29
H (18.66, -1.76, 2.29)  0.25
H (16.86, -1.77, 2.54)  0.30
C (8.06, 8.51, 7.11)  -0.72
O (7.38, 7.73, 6.07)  -0.32
C (6.09, 7.27, 6.48)  -0.66
C (5.50, 6.12, 5.60)  -0.57
N (6.20, 4.82, 5.69)  -0.34
C (5.68, 3.88, 4.67)  -0.80
C (6.15, 2.44, 4.80)  -0.49
O (7.59, 2.29, 4.96)  -0.30
C (7.98, 0.95, 5.00)  -0.69
H (7.96, 8.16, 8.13)  0.32
H (7.64, 9.52, 7.09)  0.29
H (9.12, 8.46, 6.89)  0.24
H (5.45, 8.12, 6.68)  0.42
H (6.10, 6.72, 7.43)  0.34
H (5.39, 6.49, 4.58)  0.41
H (4.48, 6.01, 5.96)  0.33
H (7.20, 4.82, 5.55)  0.23
H (5.95, 4.37, 3.74)  0.42
H (4.60, 3.84, 4.57)  0.39
H (5.78, 2.00, 3.87)  0.35
H (5.61, 1.95, 5.61)  0.35
H (7.36, 0.38, 5.70)  0.29
H (9.03, 0.93, 5.29)  0.23
H (7.87, 0.49, 4.01)  0.29
C (6.25, -6.98, 17.93)  -0.73
O (7.02, -6.19, 17.06)  -0.30
C (7.46, -6.84, 15.85)  -0.62
C (8.51, -6.12, 15.01)  -0.60
N (8.01, -4.77, 14.74)  -0.41
C (8.92, -3.93, 13.96)  -0.43
C (8.96, -4.44, 12.52)  -0.52
O (9.05, -3.37, 11.58)  -0.39
C (7.95, -2.47, 11.43)  -0.65
H (5.95, -6.36, 18.78)  0.24
H (6.77, -7.90, 18.21)  0.30
H (5.35, -7.39, 17.49)  0.30
H (6.58, -6.99, 15.21)  0.34
H (7.97, -7.78, 16.07)  0.38
H (8.76, -6.61, 14.07)  0.36
H (9.44, -6.04, 15.59)  0.39
H (7.93, -4.31, 15.64)  0.22
H (9.88, -3.95, 14.47)  0.33
H (8.43, -2.96, 14.09)  0.35
H (8.03, -4.91, 12.22)  0.34
H (9.73, -5.20, 12.44)  0.33
H (8.23, -1.77, 10.64)  0.19
H (7.74, -2.03, 12.40)  0.26
H (7.06, -3.04, 11.15)  0.31
C (15.41, 1.77, 7.41)  -0.44
O (15.86, 0.51, 7.79)  -0.50
H (15.50, 1.84, 6.33)  0.22
H (14.35, 1.89, 7.64)  0.23
H (16.07, 2.49, 7.88)  0.19
H (15.22, -0.18, 7.59)  0.29
O (12.96, -3.54, 7.96)  -0.61
H (12.73, -4.47, 7.88)  0.29
H (12.23, -3.16, 8.45)  0.30

Summary:
Energy relative to the best compared isomer or geometry (same formula, charge and spin): 139.2 kJ/mol
SMILES string: COCCNCCOC.COCCNCCOC.COCCNCCOC.CO.O
E_LUMO: 0.395 eV
HOMO energy: -0.3187 Eh
Total energy: -1520.4501 Ha
Molar mass: 449.6 g/mol


Entry 3:
# C19H54AlN2O21P2S7

A molecular structure, C19H54AlN2O21P2S7 (ωB97M-V/def2-TZVPD, the Open Molecules 2025 dataset).

Each line ends with the Mulliken charge.
Atoms and positions in Å:
N (-0.71, 0.98, 4.18)  -0.60
Al (-0.97, 2.68, 5.03)  0.27
N (-0.37, 4.11, 3.83)  -0.25
C (-0.81, 5.16, 4.15)  0.20
S (-1.85, 6.38, 4.49)  -0.35
P (-3.19, 2.97, 5.72)  -0.27
P (-4.60, 1.85, 4.51)  0.92
O (-5.76, 2.71, 4.14)  -0.64
O (-5.15, 0.57, 5.45)  -0.52
O (-3.95, 1.16, 3.13)  -0.40
H (0.05, 0.49, 4.67)  0.20
H (-0.36, 1.22, 3.25)  0.20
H (-0.08, 2.78, 6.37)  -0.24
H (-3.25, 2.35, 7.02)  -0.03
H (-4.54, 0.50, 6.20)  0.28
H (-4.73, 0.83, 2.64)  0.27
O (3.04, 7.88, 5.90)  -0.69
S (2.96, 6.57, 5.33)  1.17
O (2.11, 5.57, 5.89)  -0.51
O (4.45, 5.97, 5.18)  -0.19
C (5.27, 5.90, 6.35)  -0.08
C (4.83, 4.78, 7.29)  -1.06
C (2.59, 6.69, 3.61)  -0.88
H (5.29, 6.86, 6.87)  0.34
H (6.29, 5.70, 6.01)  -0.07
H (3.83, 4.98, 7.69)  0.37
H (5.52, 4.69, 8.13)  0.38
H (4.78, 3.83, 6.75)  0.26
H (3.25, 7.43, 3.16)  0.32
H (1.55, 7.01, 3.53)  0.33
H (2.72, 5.71, 3.15)  0.27
O (-6.07, -1.11, 0.90)  -0.59
S (-6.50, -0.98, -0.46)  1.18
O (-7.81, -1.35, -0.88)  -0.62
O (-5.42, -1.70, -1.41)  -0.19
C (-5.13, -3.08, -1.18)  -0.51
C (-6.26, -3.99, -1.63)  -0.94
C (-6.20, 0.68, -0.99)  -0.99
H (-4.89, -3.25, -0.13)  0.39
H (-4.24, -3.32, -1.76)  0.31
H (-7.16, -3.82, -1.04)  0.36
H (-5.99, -5.04, -1.53)  0.38
H (-6.52, -3.79, -2.67)  0.22
H (-5.19, 0.97, -0.71)  0.34
H (-6.93, 1.32, -0.49)  0.39
H (-6.34, 0.74, -2.07)  0.30
O (-4.68, -4.51, -6.05)  -0.56
S (-5.62, -3.44, -5.88)  1.20
O (-6.82, -3.62, -5.12)  -0.64
O (-6.00, -2.84, -7.32)  -0.31
C (-6.52, -3.74, -8.31)  -0.18
C (-7.96, -4.14, -8.01)  -1.01
C (-4.77, -2.03, -5.25)  -0.87
H (-5.88, -4.62, -8.41)  0.18
H (-6.50, -3.21, -9.26)  0.27
H (-8.02, -4.73, -7.09)  0.30
H (-8.37, -4.75, -8.82)  0.40
H (-8.58, -3.26, -7.87)  0.26
H (-3.87, -1.86, -5.84)  0.36
H (-4.52, -2.24, -4.21)  0.21
H (-5.44, -1.17, -5.30)  0.33
O (3.66, 4.39, 0.58)  -0.61
S (3.59, 3.07, 0.03)  1.30
O (2.74, 2.06, 0.59)  -0.61
O (5.07, 2.48, -0.11)  -0.28
C (5.89, 2.42, 1.08)  -0.22
C (5.44, 1.31, 2.01)  -1.00
C (3.22, 3.19, -1.70)  -1.01
H (5.90, 3.39, 1.58)  0.32
H (6.90, 2.22, 0.75)  0.16
H (4.44, 1.51, 2.41)  0.31
H (6.12, 1.23, 2.86)  0.35
H (5.40, 0.36, 1.49)  0.29
H (3.88, 3.92, -2.15)  0.31
H (2.18, 3.50, -1.79)  0.37
H (3.36, 2.21, -2.15)  0.33
O (-2.10, -10.49, -7.99)  -0.64
S (-3.34, -10.25, -7.32)  1.20
O (-4.51, -9.84, -8.04)  -0.60
O (-3.10, -9.22, -6.12)  -0.24
C (-2.50, -7.95, -6.42)  -0.55
C (-3.47, -7.02, -7.12)  -0.88
C (-3.76, -11.65, -6.34)  -0.94
H (-1.59, -8.08, -7.00)  0.34
H (-2.21, -7.51, -5.46)  0.28
H (-3.74, -7.40, -8.10)  0.38
H (-3.03, -6.03, -7.25)  0.40
H (-4.39, -6.92, -6.55)  0.27
H (-2.90, -11.95, -5.76)  0.31
H (-4.06, -12.45, -7.02)  0.37
H (-4.60, -11.39, -5.69)  0.31
O (8.61, 3.18, 2.04)  -0.60
S (9.58, 2.66, 2.96)  1.33
O (9.19, 1.79, 4.03)  -0.64
O (10.43, 3.88, 3.57)  -0.32
C (9.72, 4.95, 4.22)  -0.34
C (9.19, 4.53, 5.58)  -1.02
C (10.88, 1.89, 2.07)  -1.02
H (8.92, 5.32, 3.58)  0.29
H (10.44, 5.76, 4.34)  0.30
H (8.43, 3.76, 5.49)  0.33
H (8.74, 5.38, 6.09)  0.39
H (10.00, 4.13, 6.20)  0.29
H (11.21, 2.55, 1.27)  0.31
H (10.49, 0.96, 1.65)  0.37
H (11.70, 1.66, 2.75)  0.34

Summary:
E_LUMO: 1.358 eV
HOMO energy: -0.1779 Eh
Net charge: -1
Total energy: -6158.4930 Ha
Molar mass: 960.0 g/mol